No. 1
DFT (wB97M-V/def2-TZVPD) results for an isolated ion of composition C5H7O7P and charge -2 at a distorted geometry.

Each line ends with the Löwdin charge.
Geometry (Å):
C1 -0.7016 -0.1429 0.5866  -0.50
C2 -1.0615 1.1865 1.1878  -0.30
C3 0.1742 -0.0099 -0.7596  -0.30
C4 2.2743 -0.3610 0.1161  -0.10
C5 -0.5682 0.7170 -1.9033  -0.22
O1 0.0631 -0.7407 1.6416  -0.17
O2 0.8247 -2.8280 0.3227  -0.42
O3 -1.8474 -0.9269 0.2855  0.01
O4 2.0248 -1.9371 2.4147  -0.37
O5 1.3318 0.5631 -0.3460  -0.13
O6 -0.9439 2.3465 0.6824  -0.19
O7 -0.5808 2.1604 -1.8539  -0.17
P1 1.3625 -1.6569 1.1517  0.28
H1 -1.7181 1.1691 2.0998  0.08
H2 0.5077 -1.1484 -1.1578  0.18
H3 2.9660 0.2114 0.7360  0.05
H4 -1.6488 0.4191 -2.0382  0.11
H5 -0.1130 0.4763 -2.9429  0.11
H6 -1.7112 -1.7725 0.5947  0.03
H7 -0.6347 2.2750 -0.8182  0.02

Atoms 1-3, force components in eV/Å:
0.366 1.199 -0.324
-1.463 -0.881 1.360
-1.907 -3.600 -0.443

Strongest force on any atom in eV/A: 4.1
2S+1: 3
Charge: -2
Energy in eV: -28917.359

=====

No. 2
DFT (wB97M-V/def2-TZVPD) results for one molecule with the formula C5H7OP at a distorted geometry.

Each line ends with the Löwdin charge.
Geometry (Å):
C1 0.7606 -0.7743 0.9800  -0.24
C2 0.9696 -1.3909 -0.3769  -0.43
C3 -1.1773 1.7605 -1.0569  0.10
C4 -0.0035 0.4696 0.7512  -0.34
C5 -0.9088 0.5293 -0.3837  -0.72
O1 -1.4017 0.2068 0.9990  -0.05
P1 -0.7066 -1.1008 -1.2252  1.01
H1 0.0821 -1.4808 1.5693  0.13
H2 1.7179 -0.6101 1.6817  0.15
H3 1.7894 -0.9859 -0.8943  0.05
H4 1.1129 -2.4762 -0.3936  0.06
H5 -1.8088 2.6099 -0.7202  0.08
H6 -0.7730 1.8500 -2.0632  0.05
H7 0.3473 1.3929 1.1329  0.14

Atoms 1-3, force components in eV/Å:
1.718 -1.361 2.508
-1.545 -1.353 -0.132
-0.675 -0.182 -0.101

Strongest force on any atom in eV/A: 3.3
Energy above the lowest of the compared OMol25 structures with the same formula, charge and spin in eV: 5.457
Energy in eV: -16628.496

=====

No. 3
DFT (wB97M-V/def2-TZVPD) results for a 2-piece molecular cluster, C5H7OP overall at a distorted geometry.

Each line ends with the Löwdin charge.
Geometry (Å):
C1 -0.6543 -2.4146 0.7356  0.15
C2 -0.2055 -1.5394 0.0207  -0.21
C3 -0.6492 1.2778 0.5927  -0.14
C4 -0.2928 0.8059 -0.8662  -0.30
C5 0.2422 -0.5681 -0.8899  -0.33
O1 2.7500 0.6828 1.0556  -0.61
P1 2.6863 -0.2858 -0.0338  0.76
H1 -1.0851 -3.3493 1.0247  0.04
H2 -0.5819 2.4248 0.7854  0.09
H3 0.1035 0.7606 1.3629  0.09
H4 -1.6957 0.9810 1.0101  0.09
H5 0.3767 1.5350 -1.4047  0.11
H6 -1.2812 0.6702 -1.5027  0.15
H7 0.2869 -0.9808 -1.8905  0.10

Atoms 1-3, force components in eV/Å:
0.150 -0.137 -0.806
-0.065 -0.035 0.221
0.288 0.258 2.274

Strongest force on any atom in eV/A: 2.6
Energy above the lowest of the compared OMol25 structures with the same formula, charge and spin in eV: 1.885
2S+1: 3
Energy in eV: -16629.669

=====

No. 4
DFT (wB97M-V/def2-TZVPD) results for one molecule with the formula C5H7P at a distorted geometry.

Each line ends with the Löwdin charge.
Geometry (Å):
C1 2.0114 1.3895 0.2326  -0.29
P1 3.0542 0.1358 -0.0650  0.80
C2 2.0027 -1.2632 0.1225  -0.40
C3 0.6294 -1.1343 0.0181  -0.23
C4 -0.0482 0.0153 -0.2979  -0.18
C5 -1.4510 0.3157 0.0951  -0.09
H1 2.1259 2.3963 -0.1353  -0.06
H2 2.4565 -2.2437 0.1470  0.04
H3 0.0460 -2.0015 0.3076  0.11
H4 0.4537 0.7368 -0.9397  0.06
H5 -1.8593 1.1333 -0.4928  0.07
H6 -1.5057 0.5904 1.1500  0.09
H7 -2.0777 -0.5653 -0.0419  0.08

Atoms 1-3, force components in eV/Å:
-0.929 -0.835 0.071
-0.019 -0.193 0.141
0.189 0.286 -0.390

Strongest force on any atom in eV/A: 1.6
Energy above the lowest of the compared OMol25 structures with the same formula, charge and spin in eV: 3.159
Energy in eV: -14582.539
Structure (SMILES): C#P=C/C=C/C

=====

No. 5
DFT (wB97M-V/def2-TZVPD) results for one molecule with the formula C5H7P at a distorted geometry.

Each line ends with the Löwdin charge.
Geometry (Å):
C1 -1.1960 0.4287 1.0018  -0.11
C2 -0.0040 0.2800 0.1891  -0.30
C3 0.1738 0.2619 -1.1135  -0.20
C4 1.5023 -0.1055 -1.6611  -0.41
P1 2.6849 -0.3111 -0.1830  0.87
C5 1.6054 0.0931 0.9985  -0.34
H1 -1.2958 -0.4084 1.7265  0.09
H2 -2.1071 0.2307 0.4019  0.08
H3 -1.2719 1.5133 1.3717  0.11
H4 -0.6094 0.3829 -1.8217  0.10
H5 1.2344 -1.0284 -2.1522  0.08
H6 1.9914 0.5455 -2.2797  0.02
H7 1.8108 -0.0449 2.0837  0.02

Atoms 1-3, force components in eV/Å:
-1.900 0.607 0.325
4.134 -0.295 2.058
0.599 0.368 0.202

Strongest force on any atom in eV/A: 4.6
Energy above the lowest of the compared OMol25 structures with the same formula, charge and spin in eV: 1.155
Energy in eV: -14584.543
Structure (SMILES): CC1=CCP=C1

=====

No. 6
DFT (wB97M-V/def2-TZVPD) results for one molecule with the formula C5H7P at a distorted geometry.

Each line ends with the Löwdin charge.
Geometry (Å):
C1 -1.1979 -1.4687 0.0358  -0.24
C2 -0.0001 -0.8771 -0.0778  -0.20
C3 -2.4383 -0.7108 -0.0122  -0.53
C4 0.1061 0.4655 -0.4963  -0.29
C5 1.0984 1.3413 0.1224  -0.10
P1 -2.2907 0.9558 -0.0625  0.83
H1 -1.3357 -2.5340 -0.0526  0.09
H2 0.8162 -1.6366 0.0034  0.13
H3 -3.4648 -1.1966 0.0578  0.06
H4 -0.4745 0.6562 -1.3943  0.06
H5 1.1460 1.3432 1.1847  0.08
H6 0.9880 2.2786 -0.2830  0.05
H7 2.0784 1.0243 0.1063  0.06

Atoms 1-3, force components in eV/Å:
-4.510 -0.566 -1.477
2.021 -0.288 -0.850
0.462 -1.539 0.199

Strongest force on any atom in eV/A: 4.8
Energy above the lowest of the compared OMol25 structures with the same formula, charge and spin in eV: 1.834
2S+1: 3
Energy in eV: -14581.789

=====

No. 7
DFT (wB97M-V/def2-TZVPD) results for a 2-piece molecular cluster, C5H8 overall.

Each line ends with the Löwdin charge.
Geometry (Å):
C1 -0.6309 0.8494 -1.9932  -0.06
C2 -0.2279 1.0073 -0.7542  -0.09
C3 0.1441 0.6220 0.4185  -0.25
C4 0.3502 -0.7295 1.0589  -0.17
C5 0.5976 0.5602 1.8034  -0.11
H1 -1.6846 0.7135 -2.2272  0.06
H2 0.0823 0.6938 -2.7995  0.06
H3 -0.5224 -1.3198 1.3367  0.10
H4 1.2132 -1.3207 0.7543  0.10
H5 1.6329 0.8048 2.0182  0.10
H6 -0.1151 0.8050 2.5847  0.10
H7 -0.3137 -1.4764 -0.7689  0.06
H8 -0.5259 -1.2096 -1.4317  0.07

Atoms 1-3, force components in eV/Å:
0.023 0.331 0.043
0.032 -0.446 0.121
-0.097 -0.262 -0.321

Strongest force on any atom in eV/A: 0.7
Energy above the lowest of the compared OMol25 structures with the same formula, charge and spin in eV: 4.170
Energy in eV: -5309.997
Structure (SMILES): C=C=C1CC1.[H][H]

=====

No. 8
DFT (wB97M-V/def2-TZVPD) results for one molecule with the formula C5H8.

Each line ends with the Löwdin charge.
Geometry (Å):
C1 0.6619 0.1958 -1.4697  -0.11
C2 -0.2629 -0.7839 -0.7271  -0.26
C3 0.0015 -0.7425 0.7441  -0.12
C4 -0.2381 0.3286 1.5446  -0.29
C5 -0.8324 1.5782 1.6792  0.12
H1 0.5141 1.2131 -1.0922  0.07
H2 1.7174 -0.0575 -1.3220  0.08
H3 0.4612 0.1926 -2.5451  0.07
H4 -1.3045 -0.5011 -0.9185  0.11
H5 -0.1041 -1.8004 -1.1053  0.10
H6 0.6617 -1.5061 1.1592  0.10
H7 0.6473 0.3216 2.1939  0.11
H8 -1.9230 1.5616 1.8589  0.01

Atoms 1-3, force components in eV/Å:
0.037 0.073 -0.055
-0.184 -0.051 -0.060
0.032 -0.107 -0.286

Strongest force on any atom in eV/A: 0.8
Energy above the lowest of the compared OMol25 structures with the same formula, charge and spin in eV: 4.424
Energy in eV: -5309.743

=====

No. 9
DFT (wB97M-V/def2-TZVPD) results for one molecule with the formula C5H8 at a distorted geometry.

Each line ends with the Löwdin charge.
Geometry (Å):
C1 1.2421 0.2650 -0.0862  -0.14
C2 0.1113 1.0750 -0.7241  -0.18
C3 -0.9784 0.2076 -0.0989  -0.26
C4 -0.7467 -1.2591 0.0635  -0.12
C5 0.0562 -0.3048 0.8970  -0.20
H1 1.9592 0.8912 0.4589  0.09
H2 1.7848 -0.4932 -0.6680  0.10
H3 0.0234 1.9909 0.0514  0.16
H4 0.0892 1.1085 -1.8230  0.10
H5 -1.9610 0.6222 0.1402  0.12
H6 -0.2884 -1.8121 -0.7629  0.10
H7 -1.5246 -1.8104 0.5947  0.10
H8 0.2329 -0.4808 1.9572  0.12

Atoms 1-3, force components in eV/Å:
-0.993 -0.411 2.187
-0.652 0.520 1.122
-0.758 0.659 1.458

Strongest force on any atom in eV/A: 3.2
Energy above the lowest of the compared OMol25 structures with the same formula, charge and spin in eV: 2.221
Energy in eV: -5311.946
Structure (SMILES): C1C[C@H]2C[C@@H]12

=====

No. 10
DFT (wB97M-V/def2-TZVPD) results for one molecule with the formula C5H8.

Each line ends with the Löwdin charge.
Geometry (Å):
C1 0.9554 -1.3084 1.2472  -0.11
C2 0.7459 -0.2176 0.2442  -0.08
C3 -0.4964 1.1802 -1.4276  -0.08
C4 -0.4518 0.2064 -0.2657  -0.44
C5 -1.5512 -0.2288 0.5211  0.14
H1 0.8513 -0.9473 2.2741  0.08
H2 0.2036 -2.0884 1.1102  0.07
H3 1.9645 -1.7201 1.1542  0.07
H4 1.6458 0.3084 -0.0897  0.11
H5 0.2777 1.9536 -1.3536  0.07
H6 -1.4746 1.6679 -1.4965  0.07
H7 -0.3300 0.6435 -2.3681  0.08
H8 -2.3402 0.5506 0.4502  0.01

Atoms 1-3, force components in eV/Å:
0.027 -0.020 -0.044
-0.039 0.016 0.051
-0.050 0.026 -0.057

Strongest force on any atom in eV/A: 0.4
Energy above the lowest of the compared OMol25 structures with the same formula, charge and spin in eV: 3.679
Energy in eV: -5310.488

=====

No. 11
DFT (wB97M-V/def2-TZVPD) results for one molecule with the formula C5H8 at a distorted geometry.

Each line ends with the Löwdin charge.
Geometry (Å):
C1 -1.9061 0.3161 -0.1464  -0.02
C2 -1.0393 -0.6371 0.1055  -0.16
C3 0.4084 -0.4483 0.5136  -0.35
C4 1.4749 -0.4430 -0.4634  -0.14
C5 1.0110 0.8723 0.1441  -0.12
H1 -1.6885 1.4031 -0.1067  0.07
H2 -2.9263 0.0340 -0.3154  0.05
H3 -1.4730 -1.6549 0.0323  0.11
H4 0.5860 -0.8903 1.5599  0.16
H5 1.1974 -0.6511 -1.5153  0.12
H6 2.4530 -0.8122 -0.1927  0.10
H7 1.6548 1.4106 0.8311  0.09
H8 0.2477 1.5008 -0.4467  0.11

Atoms 1-3, force components in eV/Å:
-0.233 1.370 0.209
0.566 -1.087 0.139
-1.885 -0.706 2.733

Strongest force on any atom in eV/A: 3.4
Energy above the lowest of the compared OMol25 structures with the same formula, charge and spin in eV: 1.398
Energy in eV: -5312.769
Structure (SMILES): C=CC1CC1

=====

No. 12
DFT (wB97M-V/def2-TZVPD) results for C5H8AlFO4 as an isolated structure at a distorted geometry.

Each line ends with the Löwdin charge.
Geometry (Å):
C1 1.3112 0.7331 1.6414  -0.32
O1 1.3148 -0.3959 0.8493  0.00
C2 2.4576 1.7006 1.3392  -0.05
H1 0.3495 1.3021 1.5332  0.12
H2 1.3719 0.4635 2.7229  0.16
H3 2.4078 2.5921 1.9859  0.10
H4 3.4269 1.2035 1.5060  0.09
H5 2.4205 2.0356 0.2900  0.09
C3 -2.2499 -0.8790 -1.7833  -0.54
O2 -2.3532 -0.8900 -0.4502  0.17
C4 -1.0929 -1.0782 0.1730  -0.28
C5 -0.0455 -0.5670 -0.8089  0.13
O3 -1.0603 -0.6904 -2.2061  0.09
O4 -3.2814 -0.9488 -2.4565  -0.09
F1 -0.9538 -2.4226 0.3826  0.10
H6 -1.0786 -0.5582 1.1330  0.17
H7 0.0175 0.5275 -0.8197  0.16
H8 0.6482 -1.3486 -1.1287  0.16
Al1 -3.6105 -0.7794 -3.9031  0.75

Atoms 1-3, force components in eV/Å:
-1.346 0.811 0.273
0.853 0.457 0.916
1.013 -0.039 -0.366

Strongest force on any atom in eV/A: 12.7
Energy above the lowest of the compared OMol25 structures with the same formula, charge and spin in eV: 0.797
2S+1: 2
Charge: +1
Energy in eV: -22808.455

=====

No. 13
DFT (wB97M-V/def2-TZVPD) results for a 2-piece molecular cluster, C5H8BF4NOP2 overall at a distorted geometry.

Each line ends with the Löwdin charge.
Geometry (Å):
O1 -2.0756 -1.8249 -1.0627  -0.44
P1 -0.6588 -2.2477 -1.6966  0.59
P2 0.5941 -0.4883 -1.9966  0.88
C1 1.2629 0.1739 -0.3341  -0.35
C2 1.5573 -0.7375 0.9825  -0.03
C3 2.1251 -0.0500 2.3140  -0.09
N1 2.5122 1.3532 2.6273  0.04
C4 2.2550 2.1376 1.3880  -0.09
C5 1.6586 1.7258 -0.0411  -0.03
H1 -0.8527 -2.9586 -2.9517  0.01
H2 0.0283 -3.1510 -0.7862  0.01
H3 -0.1540 0.5373 -2.6807  0.04
H4 1.7739 -0.8789 -2.7807  0.01
H5 1.3492 -1.8967 0.9514  0.09
H6 2.2717 -0.7924 3.2406  0.12
H7 2.5530 3.2911 1.4959  0.12
H8 1.5085 2.5381 -0.8811  0.11
B1 -3.5418 0.6538 0.4424  -1.07
F1 -4.3156 1.5272 1.3096  0.03
F2 -3.5706 -0.7011 0.9686  0.02
F3 -4.1143 0.6669 -0.8939  0.02
F4 -2.1666 1.1223 0.3851  0.00

Atoms 1-3, force components in eV/Å:
5.585 -1.240 -2.594
-7.370 -0.533 3.109
2.125 1.454 1.465

Strongest force on any atom in eV/A: 8.4
Energy in eV: -38972.024

=====

No. 14
DFT (wB97M-V/def2-TZVPD) results for C5H8BaO3 as an isolated structure at a distorted geometry.

Each line ends with the Löwdin charge.
Geometry (Å):
O1 0.7235 -0.5636 1.2159  0.09
C1 -0.3686 0.5902 0.4752  -0.14
C2 0.5362 1.0319 -0.6653  -0.07
O2 1.7809 0.3520 -0.4950  -0.01
C3 1.7899 -0.5181 0.5382  -0.67
O3 2.7689 -1.2747 0.5961  -0.15
Ba1 5.0717 -1.2993 -1.0908  1.13
C4 -1.8279 0.5780 0.2754  -0.14
C5 -1.7381 -0.9116 -0.0802  -0.07
H1 -0.1371 1.1202 1.4073  0.15
H2 0.7524 2.1026 -0.5888  0.15
H3 0.1289 0.7850 -1.6532  0.15
H4 -2.3812 0.7541 1.2019  0.13
H5 -2.1277 1.1963 -0.5778  0.14
H6 -2.4192 -1.5059 0.5355  0.10
H7 -0.7171 -1.3721 0.0672  0.10
H8 -1.8355 -1.0650 -1.1617  0.10

Atoms 1-3, force components in eV/Å:
-1.689 -0.307 -0.244
2.608 4.407 3.020
0.048 -0.472 0.270

Strongest force on any atom in eV/A: 5.9
2S+1: 2
Charge: +1
Energy in eV: -12141.762

=====

No. 15
DFT (wB97M-V/def2-TZVPD) results for a 2-piece molecular cluster, C5H8Br2O overall at a distorted geometry.

Each line ends with the Löwdin charge.
Geometry (Å):
C1 -0.3153 -1.2743 0.2969  -0.35
C2 1.9549 -0.1740 0.1579  -0.06
C3 0.0262 0.9157 1.4189  -0.03
C4 -1.5522 0.1373 -1.9871  -0.97
C5 0.5768 -0.2357 0.6056  -0.27
O1 -1.4736 -1.3320 0.7468  -0.18
Br1 -3.1312 -0.2267 -0.9658  0.71
Br2 -1.3185 2.0239 -2.4472  0.53
H1 0.1997 -2.2040 -0.2647  0.16
H2 2.3636 0.7501 -0.0805  0.07
H3 2.2830 -0.9571 -0.4632  0.07
H4 2.5849 -0.4224 1.0350  0.11
H5 -0.9832 0.5866 1.9074  0.12
H6 0.6628 1.3684 2.1533  0.07
H7 -0.4729 1.5603 0.6856  0.07
H8 -1.4049 -0.5159 -2.7987  -0.05

Atoms 1-3, force components in eV/Å:
0.485 -2.469 -0.086
0.820 -1.666 2.216
-3.133 -1.733 -0.251

Strongest force on any atom in eV/A: 3.6
Energy above the lowest of the compared OMol25 structures with the same formula, charge and spin in eV: 3.756
Energy in eV: -147442.783

=====

No. 16
DFT (wB97M-V/def2-TZVPD) results for a 2-piece molecular cluster, C5H8Br2O2 overall at a distorted geometry.

Each line ends with the Löwdin charge.
Geometry (Å):
C1 0.6465 0.1708 1.9604  -0.01
C2 -0.1383 0.4728 0.6920  -0.32
C3 -0.7857 -0.4782 0.0660  -0.14
C4 -1.5725 -0.2998 -1.2622  -0.63
Br1 -3.3783 -0.9106 -1.3978  0.66
C5 -0.1504 1.8177 0.0620  -0.56
O1 -0.8246 2.7666 0.1560  0.11
Br2 1.3549 2.0282 -1.5047  0.46
H1 1.3254 -0.7198 1.6672  0.12
H2 0.0460 -0.1075 2.7546  0.06
H3 1.2165 0.9791 2.2210  0.05
H4 -0.8161 -1.3852 0.5788  0.11
H5 -0.8827 -0.7621 -1.9815  0.07
H6 -1.5777 0.7357 -1.5655  0.03
O2 1.4882 -1.3852 -0.9500  -0.06
H7 2.0566 -0.7056 -0.6908  -0.03
H8 1.9921 -2.2170 -0.8056  0.08

Atoms 1-3, force components in eV/Å:
0.967 -2.300 -3.468
0.213 0.790 0.369
-2.489 1.178 -1.556

Strongest force on any atom in eV/A: 4.3
Energy above the lowest of the compared OMol25 structures with the same formula, charge and spin in eV: 1.453
Energy in eV: -149493.335
Structure (SMILES): C/C(=C/CBr)C(=O)Br.O